Entry 1:
{"formula": "C43H42N3O6P2S2V", "method": "wB97M-V/def2-TZVPD", "lumo_energy_ev": -7.224, "homo_energy_ha": -0.46057, "gap_ev": 5.3, "relative_energy_kj_mol": 84.5, "energy_ev": -127951.727, "charge": 2, "largest_force_ha_per_bohr": 0.075, "elements": ["V", "O", "C", "C", "C", "C", "C", "C", "C", "O", "N", "N", "C", "C", "C", "C", "C", "C", "C", "O", "H", "H", "H", "H", "H", "H", "H", "H", "H", "H", "C", "S", "C", "C", "C", "N", "P", "C", "C", "C", "C", "C", "C", "C", "C", "C", "C", "C", "C", "P", "C", "C", "C", "C", "C", "C", "C", "C", "C", "C", "C", "C", "H", "H", "H", "H", "H", "H", "H", "H", "H", "H", "H", "H", "H", "H", "H", "H", "H", "H", "H", "H", "H", "H", "H", "H", "H", "H", "H", "H", "H", "C", "S", "O", "O", "O", "H", "H", "H"], "positions_angstrom": [[-0.00006, -0.38565, -0.55592], [5.09228, 0.27531, -0.61730], [4.64287, 1.21841, -1.43565], [5.54165, 1.82796, -2.32348], [5.13017, 2.82827, -3.17481], [3.80354, 3.26888, -3.16619], [2.89548, 2.65875, -2.34244], [3.28276, 1.62062, -1.47489], [2.27102, 0.92361, -0.72197], [1.03604, 0.90576, -1.11626], [2.54617, 0.25345, 0.37941], [1.49223, -0.42856, 0.80472], [1.61828, -1.26173, 1.78114], [0.57914, -2.16134, 2.19779], [0.73168, -2.96106, 3.32967], [-0.21072, -3.91953, 3.65135], [-1.32140, -4.10180, 2.83831], [-1.49591, -3.33243, 1.69941], [-0.56276, -2.34819, 1.36637], [-0.65138, -1.60035, 0.29408], [4.39053, -0.05481, -0.02329], [6.56688, 1.49282, -2.31869], [5.83949, 3.27480, -3.85453], [3.49438, 4.07776, -3.80698], [1.86572, 2.98397, -2.32470], [2.58424, -1.32569, 2.27993], [1.60614, -2.82803, 3.95009], [-0.06546, -4.53787, 4.52259], [-2.04629, -4.86070, 3.08557], [-2.34791, -3.49588, 1.05625], [-7.09141, 4.43810, 1.28851], [-5.31646, 4.38907, 1.64520], [-4.64359, 4.40223, -0.06302], [-3.31419, 3.66331, -0.12101], [-3.50305, 2.21679, 0.34313], [-2.36815, 1.33609, 0.08301], [-1.96022, 0.51185, -1.38564], [-1.98625, 1.70327, -2.74656], [-3.21207, 2.08910, -3.29207], [-3.24614, 3.05558, -4.28216], [-2.06894, 3.64654, -4.71688], [-0.85041, 3.24522, -4.19191], [-0.80453, 2.26630, -3.21505], [-3.26308, -0.70487, -1.65448], [-3.60869, -1.06396, -2.95772], [-4.58801, -2.01869, -3.16948], [-5.23209, -2.60242, -2.08905], [-4.87924, -2.25858, -0.79273], [-3.88245, -1.32452, -0.57078], [-0.97700, 1.14938, 1.04055], [-0.40725, 2.82998, 1.43579], [-0.92263, 3.46816, 2.56575], [-0.64018, 4.80495, 2.78869], [0.16927, 5.50674, 1.90682], [0.69820, 4.86925, 0.79294], [0.40422, 3.53768, 0.55093], [-1.46903, 0.44038, 2.63322], [-2.76245, 0.03289, 2.94215], [-3.04626, -0.46736, 4.20146], [-2.03819, -0.61216, 5.14015], [-0.74365, -0.22014, 4.83223], [-0.46142, 0.32330, 3.59266], [-7.59767, 4.48887, 2.24619], [-7.39652, 3.53815, 0.76184], [-7.31309, 5.32151, 0.69917], [-4.52525, 5.43954, -0.37381], [-5.37772, 3.91652, -0.70342], [-2.58863, 4.16872, 0.51610], [-2.93513, 3.67691, -1.14372], [-4.37223, 1.78585, -0.16757], [-3.68984, 2.23519, 1.42057], [-4.12632, 1.62159, -2.95461], [-4.19020, 3.33671, -4.72488], [-2.10428, 4.39981, -5.48829], [0.06216, 3.68539, -4.56259], [0.14391, 1.90933, -2.84227], [-3.10090, -0.59852, -3.79269], [-4.85969, -2.29433, -4.17650], [-6.00809, -3.33135, -2.25421], [-5.39654, -2.71366, 0.03794], [-3.58041, -1.06439, 0.43620], [-1.55272, 2.92615, 3.25610], [-1.05795, 5.30077, 3.65216], [0.39187, 6.54778, 2.08882], [1.33660, 5.41390, 0.11169], [0.79660, 3.04752, -0.32789], [-3.55734, 0.13756, 2.22131], [-4.05859, -0.73981, 4.45393], [-2.26136, -1.01446, 6.11560], [0.03761, -0.32501, 5.56790], [0.53335, 0.68071, 3.35586], [-0.41050, -3.37870, -2.61025], [0.52358, -1.84032, -2.66865], [1.38417, -1.77866, -1.49018], [1.16828, -1.68987, -3.92281], [-0.54215, -0.75798, -2.44596], [-0.98234, -3.47516, -3.52625], [-1.07013, -3.35014, -1.74865], [0.30419, -4.18783, -2.53089]]}



Entry 2:
{"formula": "C3H3N3O", "method": "wB97M-V/def2-TZVPD", "lumo_energy_ev": 0.736, "homo_energy_ha": -0.35253, "gap_ev": 10.3, "smiles": "O=c1[nH]n2ccn12", "relative_energy_kj_mol": 453.6, "energy_ev": -9672.753, "charge": 0, "largest_force_ha_per_bohr": 0.044, "elements": ["O", "C", "N", "N", "C", "C", "N", "H", "H", "H"], "positions_angstrom": [[-1.46413, 0.54592, -1.93016], [-0.85786, 0.34292, -0.92665], [-1.27565, -0.27456, 0.26051], [-0.21857, 0.40038, 0.96252], [0.87447, -0.51490, 0.91672], [1.45347, 0.03104, -0.14958], [0.39073, 0.93659, -0.48201], [-2.20789, 0.01143, 0.54035], [0.89545, -1.46737, 1.41904], [2.43064, -0.01334, -0.60132]]}



Entry 3:
{"formula": "C5H7N3O", "method": "wB97M-V/def2-TZVPD", "lumo_energy_ev": 0.608, "homo_energy_ha": -0.33332, "gap_ev": 9.7, "smiles": "CC(=O)Nc1ncc[nH]1", "relative_energy_kj_mol": 154.0, "energy_ev": -11814.794, "charge": 0, "largest_force_ha_per_bohr": 0.126, "elements": ["C", "C", "C", "C", "C", "H", "H", "H", "H", "H", "H", "H", "N", "N", "N", "O"], "positions_angstrom": [[1.66681, 1.34466, 0.67924], [1.87728, -0.02221, 0.06552], [-0.52886, -0.45227, -0.21364], [-2.45244, 0.74611, -0.27960], [-2.56021, -0.35333, 0.51368], [1.79093, 2.12819, -0.09097], [0.69056, 1.16482, 1.44547], [2.61204, 1.42398, 1.22241], [1.16089, -1.73270, -0.82300], [-0.57256, 1.33320, -1.26189], [-2.83923, 1.54764, -0.71035], [-3.40404, -0.62143, 0.91468], [0.83909, -0.75447, -0.37896], [-1.06103, 0.69538, -0.71905], [-1.40984, -1.11564, 0.56521], [2.99605, -0.57481, -0.19474]]}



Entry 4:
{"formula": "C5H13O", "method": "wB97M-V/def2-TZVPD", "lumo_energy_ev": -2.769, "homo_energy_ha": -0.56366, "gap_ev": 12.6, "relative_energy_kj_mol": 161.2, "energy_ev": -7433.028, "charge": 1, "largest_force_ha_per_bohr": 0.150, "elements": ["C", "C", "C", "C", "C", "O", "H", "H", "H", "H", "H", "H", "H", "H", "H", "H", "H", "H", "H"], "positions_angstrom": [[-0.55013, -0.68710, -1.53113], [-1.70243, 1.32777, -0.06732], [-0.01263, -0.80537, 1.31967], [2.10947, 0.09305, 0.43595], [-0.16040, 0.49169, -0.71419], [0.69612, 0.11640, 0.50264], [-1.11234, -1.36977, -0.93223], [0.35660, -1.13838, -1.88624], [-1.12932, -0.34076, -2.27118], [-2.36116, 0.39721, 0.19141], [-2.02390, 1.97753, -0.75575], [-1.46164, 1.81942, 0.86936], [0.13739, -0.52758, 2.36628], [-1.02519, -0.99640, 0.95397], [0.40806, -1.81260, 1.17452], [2.47765, 1.10072, 0.39129], [2.56862, -0.25617, 1.39286], [2.47220, -0.71076, -0.15720], [0.31303, 1.32109, -1.28272]]}